Record 1
Computed, not measured: C5H11O4Pd as an isolated structure, with ωB97M-V/def2-TZVPD.

Values from the calculation:
- E (hartree) = -625.4048
- HOMO energy (spin up / spin down) (eV) = -7.011 / -8.227
- maximum force (eV/Å) = 14.00
- 2S+1 = 4
- frontier orbital gap (spin up / spin down) (eV) = 7.850 / 7.079

```
21
Properties=species:S:1:pos:R:3:forces:R:3:mulliken_charge:R:1
C 0.56806 1.65313 2.13537 0.81 -0.09 0.24 -0.213
O -0.58527 0.89555 2.24355 -0.28 0.60 1.00 -0.747
C 0.81208 2.13667 0.70802 0.36 1.00 0.03 -0.493
O 0.65086 0.97135 -0.11580 2.35 3.29 -1.47 -0.401
C 0.41213 1.10381 -1.45468 0.37 0.37 -1.01 -0.567
C -0.02870 -0.19770 -2.03856 0.38 0.08 -0.33 0.120
O -0.95383 -0.81266 -1.18224 -0.44 1.33 -1.32 -0.661
Pd -0.76093 -0.10471 0.61106 -1.38 9.80 -3.43 1.041
H 1.45258 1.04961 2.43676 -0.11 0.25 -0.07 0.256
H 0.55791 2.55261 2.78287 -0.16 -0.32 -0.10 0.318
H 1.82307 2.54603 0.56582 -0.18 -0.12 0.08 0.320
H 0.07765 2.89214 0.39255 0.04 -0.25 0.09 0.336
H 0.98775 1.85770 -1.99682 -0.13 -0.17 0.16 0.349
H 0.85359 -0.86336 -2.18180 -0.20 0.15 0.02 0.251
H -0.46517 -0.01882 -3.03803 0.11 -0.06 0.28 0.319
O -0.76896 -1.64893 1.09743 -1.15 -12.32 6.55 -0.744
H -1.48223 -2.00697 1.62754 -0.58 -0.62 0.37 0.282
C -0.78517 -2.67398 -0.46523 0.40 -3.21 -1.56 -0.829
H 0.19349 -3.09981 -0.16390 -0.45 1.19 0.64 0.334
H -1.83083 -2.69312 -0.82667 0.26 0.77 1.32 0.366
H -0.72809 -3.53854 -1.13724 -0.03 -1.67 -1.47 0.363
```
Positions in Å, forces in eV/Å.

---

Record 2
Computed, not measured: C21H12Cl5F6N6O2OsS as an isolated structure, with ωB97M-V/def2-TZVPD.

Values from the calculation:
- E (hartree) = -4675.2301
- charge = +1
- HOMO energy (spin up / spin down) (eV) = -11.147 / -11.072
- maximum force (eV/Å) = 1.97
- 2S+1 = 5
- frontier orbital gap (spin up / spin down) (eV) = 7.463 / 5.541

```
54
Properties=species:S:1:pos:R:3:forces:R:3:mulliken_charge:R:1
Os -0.54416 -0.32927 0.01671 -1.71 0.93 0.27 1.359
C 0.71560 0.08852 5.04148 -0.28 0.03 0.18 -0.859
N 1.71553 0.04123 3.98675 -0.01 0.00 -0.47 0.150
C 3.05338 -0.23219 4.14014 0.10 0.00 0.05 -0.662
C 3.60953 -0.23775 2.91864 0.12 -0.08 0.15 -0.283
N 2.60654 0.04257 1.99365 -0.35 -0.09 0.31 0.433
C 1.43717 0.22482 2.68275 0.29 -0.07 0.12 0.165
S -0.09240 0.77577 2.18614 -0.40 -0.03 -0.47 -0.499
C 2.82025 0.08202 0.59159 0.09 0.05 -0.37 0.904
C 4.11163 -0.05404 0.09229 0.02 0.05 0.12 -0.805
C 4.31440 -0.02482 -1.27412 -0.08 0.01 0.01 -0.764
C 3.23003 0.15318 -2.11788 0.03 0.04 0.01 -1.170
C 1.98757 0.29919 -1.54243 0.12 0.04 -0.17 -0.295
N 1.77969 0.25238 -0.21787 -0.40 -0.09 -0.24 0.065
H 1.20318 -0.03561 6.00343 0.08 0.01 -0.05 0.326
H -0.01133 -0.70933 4.89535 0.05 -0.01 -0.01 0.365
H 0.18867 1.03984 5.01623 0.08 0.03 0.04 0.360
H 3.49802 -0.38808 5.10689 -0.01 -0.04 -0.01 0.462
H 4.63334 -0.42086 2.66010 -0.04 -0.03 -0.07 0.415
H 4.95842 -0.17483 0.74778 -0.01 0.02 -0.02 0.354
H 5.31373 -0.13035 -1.67288 0.01 -0.02 0.02 0.435
H 3.34621 0.18327 -3.19108 -0.04 0.02 0.00 0.495
H 1.11307 0.47014 -2.16051 0.00 -0.03 0.01 0.587
Cl -3.06816 6.96973 -0.39899 -0.06 0.10 0.01 -0.155
C -2.58810 5.33464 -0.36371 0.19 -0.21 -0.01 0.419
C -1.24026 4.99797 -0.53587 -0.34 0.08 0.05 -0.110
Cl -0.07438 6.23222 -0.74795 0.07 0.04 -0.03 -0.166
C -0.85460 3.66835 -0.53243 -0.25 -0.69 0.02 1.047
Cl 0.79282 3.25938 -0.76612 0.19 -0.13 -0.05 -0.184
C -1.78901 2.61592 -0.35393 -0.36 1.51 0.17 -1.400
O -1.47490 1.35238 -0.39253 0.80 -1.42 -0.14 0.264
C -3.13631 2.99414 -0.12666 0.52 -0.27 -0.04 0.613
Cl -4.25596 1.75833 0.23229 -0.13 -0.24 -0.03 -0.156
C -3.52890 4.32398 -0.15062 0.05 0.15 -0.02 -0.009
Cl -5.17306 4.73387 0.08923 -0.04 -0.02 0.02 -0.166
C -3.69734 -2.62180 -1.98625 0.01 0.10 0.23 -1.896
C -2.37156 -1.86685 -1.93594 0.18 -0.26 -0.76 1.073
O -2.14128 -1.36864 -0.65960 1.28 0.86 0.24 -0.557
C -1.24419 -2.85890 -2.34287 0.30 0.07 0.08 0.492
F -0.01628 -2.25544 -2.30703 -0.20 -0.07 0.06 -0.161
F -1.18827 -3.87821 -1.47746 -0.01 0.08 0.01 -0.301
F -1.38340 -3.36019 -3.56461 -0.10 0.02 0.14 -0.242
C -2.41275 -0.72293 -2.98917 0.12 0.20 0.03 0.576
F -3.37702 0.14603 -2.70242 -0.02 0.03 0.13 -0.245
F -2.61118 -1.16253 -4.23199 -0.01 -0.03 0.15 -0.251
F -1.24101 -0.02602 -3.00437 -0.10 -0.04 0.10 -0.137
H -3.66438 -3.44302 -1.27376 -0.01 0.02 0.01 0.447
H -3.87774 -3.01853 -2.98318 0.00 0.02 -0.01 0.419
H -4.50415 -1.94600 -1.71159 0.01 0.01 0.00 0.442
N 0.28676 -1.94571 0.57569 0.19 -0.60 0.13 -0.513
C 0.70283 -3.06274 0.53927 0.12 -0.22 -0.05 0.838
N 1.23195 -4.15479 0.65714 0.04 0.37 0.41 -0.559
C 1.36707 -5.29583 0.02666 -0.02 -0.34 -0.34 0.477
N 1.54472 -6.31461 -0.48442 -0.04 0.13 0.08 -0.437
```
Positions in Å, forces in eV/Å.

---

Record 3
Computed, not measured: C43H34BrIN6O5ReS2 as an isolated structure, with ωB97M-V/def2-TZVPD.

Values from the calculation:
- E (hartree) = -6109.7509
- charge = +2
- HOMO energy (spin up / spin down) (eV) = -12.612 / -12.629
- maximum force (eV/Å) = 2.80
- 2S+1 = 2
- frontier orbital gap (spin up / spin down) (eV) = 4.452 / 5.906

```
93
Properties=species:S:1:pos:R:3:forces:R:3:mulliken_charge:R:1
Re 0.24704 -0.39331 -0.19880 1.63 0.86 -1.51 1.082
C 3.31904 -1.78771 -3.45140 -0.03 0.07 -0.14 -0.816
C 3.91274 -1.04171 -2.31140 -0.68 -0.23 0.27 0.326
N 5.14964 -0.65421 -2.35920 0.39 -0.44 -1.17 -0.595
C 5.74164 0.00139 -1.37060 -0.54 0.19 0.63 -1.000
C 5.05654 0.38599 -0.23420 0.03 0.04 0.33 0.874
C 5.80754 1.05239 0.89660 -0.10 0.25 -0.25 -0.957
O 5.63794 0.35239 2.10770 0.05 -0.27 0.38 -0.502
C 3.68074 0.06659 -0.13530 -0.05 -0.22 -0.64 0.489
C 2.92744 0.45539 1.01310 0.36 0.28 0.33 -0.275
N 1.64014 0.39009 1.17200 -0.45 -0.57 -0.97 0.969
C 1.16364 0.78269 2.45520 -0.21 0.28 1.01 -0.682
C 1.38704 -0.04061 3.55950 0.02 0.08 -0.22 0.018
C 0.92274 0.32649 4.81030 0.05 0.01 0.04 -0.952
C 0.26964 1.53749 4.98290 -0.01 -0.05 -0.02 -0.825
C 0.07364 2.38209 3.90370 0.06 -0.05 0.00 -0.487
C 0.51874 2.00109 2.65010 0.00 0.21 -0.73 0.007
I 0.35324 3.35469 1.04320 0.02 -0.03 0.47 0.291
C 3.08244 -0.72531 -1.16890 1.61 0.73 0.22 0.151
O 1.89824 -1.18471 -1.09470 -1.72 -0.44 0.35 -0.752
H 3.05074 -2.79781 -3.14320 -0.06 -0.13 0.06 0.266
H 4.03494 -1.85401 -4.26450 0.05 0.03 0.02 0.383
H 2.41184 -1.27821 -3.78040 0.00 -0.08 -0.05 0.088
H 6.79324 0.20999 -1.51070 0.09 0.09 0.13 0.398
H 5.42434 2.06109 1.07540 0.11 -0.03 -0.06 0.322
H 6.86284 1.13339 0.62140 -0.09 0.10 0.02 0.476
H 6.21094 -0.42291 2.11780 -0.01 0.07 0.02 0.322
H 3.51084 0.84869 1.84290 -0.14 -0.01 0.02 0.737
H 1.95204 -0.95361 3.43110 0.01 -0.11 0.01 0.626
H 1.10064 -0.31961 5.65800 0.03 -0.03 0.02 0.510
H -0.05676 1.84609 5.96250 -0.08 0.00 0.13 0.470
H -0.39026 3.34719 4.03550 -0.05 0.06 0.02 0.508
S 2.78114 -4.11981 3.25050 -0.50 -0.21 0.38 -0.023
C 3.23894 -5.21511 4.47640 -0.19 0.06 -0.01 -0.434
C 2.17434 -5.63871 5.21740 0.50 -0.06 -0.07 -0.617
C 0.95734 -5.08011 4.79370 -0.13 0.51 -0.62 -0.668
C 1.09954 -4.21881 3.72700 0.95 -0.59 0.36 0.485
C 0.12684 -3.38691 3.07290 -0.80 0.51 -0.30 0.910
C 0.50084 -2.66631 1.91850 0.18 -0.43 0.25 -0.896
N -0.25026 -1.73621 1.36340 -0.44 0.27 -0.09 0.143
C -1.47126 -1.48901 1.90200 -0.41 -0.18 0.41 -0.241
C -2.00836 -2.26011 2.95550 0.40 0.39 -0.55 0.629
C -3.36126 -2.00561 3.34500 -0.31 0.14 -0.07 -1.249
C -4.12246 -1.08131 2.70980 0.13 -0.27 0.26 -1.001
C -3.57916 -0.25031 1.68090 0.78 -0.02 -0.26 0.143
C -4.30666 0.69679 0.95960 0.42 0.28 -0.42 -0.795
C -3.66936 1.47019 -0.01460 0.19 -0.66 0.80 0.463
C -2.28076 1.28959 -0.18460 -0.26 0.34 -0.16 -0.423
N -1.58496 0.37019 0.45050 -0.27 -0.22 0.01 1.337
C -2.21826 -0.42261 1.34700 -0.66 -0.04 0.15 0.182
C -4.36366 2.43559 -0.81910 -0.37 0.82 -0.66 0.605
C -5.71226 2.72219 -0.84150 0.67 -0.31 0.12 -0.625
C -6.04116 3.75959 -1.72220 0.17 0.40 -0.33 -0.770
C -4.95276 4.26239 -2.37470 0.04 -0.16 0.10 -0.436
S -3.50346 3.47059 -1.93880 -0.54 -0.20 0.35 0.198
C -1.17186 -3.20161 3.55580 0.47 0.06 -0.39 -0.757
H 4.27244 -5.48581 4.57720 0.16 -0.09 0.07 0.476
H 2.26794 -6.32351 6.04140 0.01 -0.12 0.08 0.429
H 0.01324 -5.31691 5.25040 -0.19 0.00 0.09 0.442
H 1.45814 -2.85911 1.45040 0.03 0.07 -0.03 0.571
H -3.77986 -2.59701 4.14370 -0.07 -0.08 0.10 0.504
H -5.15786 -0.94841 2.98420 -0.09 0.02 0.06 0.534
H -5.36106 0.81299 1.14720 -0.16 0.05 0.07 0.507
H -1.72946 1.91469 -0.87740 0.03 -0.13 -0.02 -0.032
H -6.45026 2.20569 -0.25700 -0.12 -0.13 0.20 0.434
H -7.03786 4.13639 -1.85880 -0.17 0.06 -0.07 0.453
H -4.92446 5.06449 -3.08680 0.00 0.13 -0.16 0.498
H -1.53546 -3.76341 4.40020 0.01 -0.10 0.17 0.479
C -2.97176 -0.45861 -3.53300 -0.25 0.19 0.11 -0.609
N -1.94156 -1.46241 -3.67430 0.24 -0.23 0.13 -0.132
C -1.09366 -1.78651 -2.69310 -0.05 -0.68 -1.27 0.428
N -0.18916 -2.75501 -2.92630 -0.04 -0.04 0.17 -0.339
O -1.22386 -1.27091 -1.55410 0.78 0.75 1.49 -0.559
H -2.91946 0.25759 -4.35280 0.01 -0.03 0.02 0.354
H -2.80826 0.07199 -2.59520 -0.10 -0.04 -0.13 0.057
H -3.95926 -0.92481 -3.51990 0.03 0.11 0.03 0.317
H -1.85276 -1.91841 -4.57060 0.07 0.01 0.18 0.235
H -0.00316 -3.05501 -3.86910 0.03 0.05 0.03 0.283
H 0.57774 -2.81311 -2.27530 0.00 0.02 -0.09 0.044
Br -1.53176 6.07569 -5.72870 0.14 -0.31 0.18 -0.135
C -0.84156 4.53329 -4.85470 -0.13 0.19 -0.10 -0.006
C -0.23466 4.66929 -3.61220 -0.08 0.11 -0.21 -0.720
C 0.22904 3.54419 -2.96250 -0.07 -0.21 -0.09 -0.098
C 0.09674 2.28959 -3.55220 -0.04 -0.02 0.07 0.113
C -0.48576 2.17209 -4.81260 0.16 -0.04 0.23 -0.572
C -0.96596 3.29059 -5.46440 -0.03 0.24 -0.01 -0.732
C 0.45464 1.05359 -2.79520 -0.16 -0.36 -1.91 0.584
O 0.63914 -0.02821 -3.34470 0.01 0.53 0.03 -0.668
O 0.46084 1.21109 -1.51780 -0.30 -1.08 2.56 -0.800
H -0.13936 5.64239 -3.15940 0.02 0.14 0.02 0.487
H 0.69844 3.63169 -1.99510 0.03 0.01 0.10 0.480
H -0.56786 1.19629 -5.26590 0.00 -0.11 -0.04 0.591
H -1.43886 3.20779 -6.43140 0.00 0.01 -0.05 0.469
```
Positions in Å, forces in eV/Å.

---

Record 4
Computed, not measured: a 2-piece molecular cluster, C11H24BrF3OSi overall, with ωB97M-V/def2-TZVPD.

Values from the calculation:
- structure (SMILES) = FC(F)(F)OC[SiH2]CCCBr.CCCCCC
- E (hartree) = -3671.8808
- HOMO energy (eV) = -10.287
- maximum force (eV/Å) = 0.80
- 2S+1 = 1
- frontier orbital gap (eV) = 10.913

```
41
Properties=species:S:1:pos:R:3:forces:R:3:mulliken_charge:R:1
F 3.41207 -1.07341 -3.47776 -0.10 0.22 0.53 -0.254
C 3.17689 -0.40179 -2.32203 0.20 0.00 0.11 0.800
F 4.16716 -0.68709 -1.45828 -0.60 0.12 -0.51 -0.261
F 2.01636 -0.89724 -1.81793 0.54 0.15 -0.24 -0.186
O 3.13506 0.92884 -2.49453 0.03 -0.53 0.18 -0.362
C 2.12680 1.41305 -3.41525 -0.07 0.31 -0.23 -0.559
Si 0.78124 2.40715 -2.52015 -0.06 -0.36 0.45 0.332
C -0.54703 1.36369 -1.68133 0.02 0.42 -0.22 0.213
C -1.85233 1.22659 -2.47149 0.30 -0.21 0.05 -0.785
C -1.83228 0.29042 -3.66985 -0.30 0.19 0.08 -0.628
Br -0.97444 -1.41684 -3.33649 0.02 -0.07 -0.02 -0.172
H 2.64818 2.08144 -4.09745 0.13 0.05 -0.06 0.370
H 1.73953 0.60446 -4.02941 -0.11 -0.19 0.02 0.355
H 1.47779 3.19741 -1.48123 0.04 0.09 -0.11 -0.174
H 0.12816 3.30266 -3.50189 0.06 0.03 -0.10 -0.159
H -0.78209 1.87858 -0.75003 0.01 0.09 0.11 0.328
H -0.14570 0.39801 -1.38853 0.02 -0.20 -0.01 -0.293
H -2.64785 0.92803 -1.79516 -0.14 -0.14 0.08 0.334
H -2.12439 2.20146 -2.87393 -0.18 0.17 0.01 0.302
H -2.85108 0.05560 -3.95237 -0.10 -0.10 -0.08 0.420
H -1.35914 0.73504 -4.53686 0.33 -0.03 -0.06 0.362
C -1.73263 -0.57177 4.91271 0.06 -0.08 0.00 -1.187
C -0.31275 -0.85558 4.43056 -0.05 0.06 0.04 -0.440
C 0.11519 0.01393 3.24983 0.04 -0.01 -0.01 -0.870
C -0.72505 -0.16226 1.98424 -0.04 0.01 0.01 -0.055
C -0.78112 -1.58969 1.44233 0.06 0.01 -0.07 -0.531
C 0.58314 -2.13722 1.03383 -0.08 0.01 -0.02 -1.033
H -2.47150 -0.78050 4.13780 -0.01 0.01 -0.01 0.279
H -1.98004 -1.19110 5.77580 -0.02 0.02 0.01 0.385
H -1.84032 0.47357 5.20924 -0.02 0.02 -0.02 0.291
H -0.22006 -1.91360 4.17144 0.02 0.00 -0.02 0.228
H 0.38247 -0.68417 5.25624 0.01 -0.02 0.00 0.382
H 1.16511 -0.18915 3.02221 0.00 0.00 -0.02 0.347
H 0.07266 1.06567 3.55037 0.00 0.00 0.02 0.411
H -0.32018 0.49429 1.20681 0.01 -0.02 0.01 -0.126
H -1.74491 0.18702 2.17046 0.00 0.01 0.01 0.374
H -1.44117 -1.60190 0.57038 -0.02 -0.02 0.00 0.369
H -1.23977 -2.25551 2.17854 -0.02 0.02 0.02 0.390
H 1.04061 -1.50113 0.27319 0.01 -0.03 0.07 0.101
H 0.48917 -3.14002 0.61529 0.02 0.00 -0.01 0.382
H 1.26823 -2.19689 1.88069 0.00 0.00 0.01 0.321
```
Positions in Å, forces in eV/Å.